1.
Entry from OMol25: an isolated ion of composition C10H13O and charge +1 at a distorted geometry (wB97M-V/def2-TZVPD).

The charge is +1. The largest force on an atom is 3.7 eV/Å. The LUMO energy (alpha / beta) is -6.2 / -6.2 eV. The value obtained for the gap between HOMO and LUMO (alpha / beta) is 7.39 / 7.39 eV. Its multiplicity is 1.

Structure (XYZ):
```
24
Properties=species:S:1:pos:R:3:mulliken_charge:R:1
C 0.424 -1.264 -3.197 -0.53
C -0.409 -2.089 -2.416 -0.46
C 1.004 -0.211 -2.609 -0.74
C -0.727 -1.686 -1.147 -0.60
C 0.824 0.166 -1.241 1.13
C -0.214 -0.559 -0.520 0.77
C 1.565 1.209 -0.771 -0.71
C -1.766 0.903 2.360 -1.56
C 0.632 0.436 2.530 -1.51
C -0.485 0.680 1.554 0.64
O -0.718 -0.338 0.664 -0.26
H 0.579 -1.419 -4.312 0.34
H -0.784 -2.916 -2.953 0.45
H 1.528 0.373 -3.325 0.33
H -1.542 -2.153 -0.605 0.44
H 1.682 1.837 0.092 0.35
H 2.267 1.551 -1.553 0.25
H -2.111 0.069 3.036 0.36
H -2.521 1.139 1.642 0.41
H -1.500 1.650 3.111 0.41
H 0.370 -0.410 3.224 0.40
H 0.699 1.275 3.130 0.48
H 1.595 0.034 2.279 0.38
H -0.392 1.723 1.028 0.25
```

=====

2.
Entry from OMol25: a 2-piece molecular cluster, C6H11NO overall at a distorted geometry (wB97M-V/def2-TZVPD).

The largest force on an atom is 4.3 eV/Å. The LUMO energy is 0.7 eV. The value obtained for the gap between HOMO and LUMO is 8.55 eV. Its multiplicity is 1.

Structure (XYZ):
```
19
Properties=species:S:1:pos:R:3:mulliken_charge:R:1
O -0.342 0.986 -2.161 -0.50
C -0.627 -0.278 -2.171 0.53
C -1.206 -1.396 -1.956 -0.40
N 0.139 -1.507 -2.611 -0.54
H 0.439 1.249 -2.593 0.37
H -1.851 -2.015 -1.466 0.37
H 0.926 -1.756 -1.822 0.21
C 1.254 0.291 -0.193 -1.26
C 0.685 -0.490 0.732 -0.08
C -0.328 -0.136 1.727 -0.37
C -0.368 1.354 2.287 -1.05
H 2.007 -0.075 -0.912 0.49
H 0.919 1.227 -0.590 0.33
H 1.112 -1.407 0.881 0.48
H -1.325 -0.284 1.218 0.16
H -0.352 -0.848 2.598 0.36
H -0.817 1.326 3.221 0.39
H -0.946 1.865 1.533 0.26
H 0.680 1.894 2.276 0.24
```